{
  "formula": "C5H8",
  "method": "the ωB97M-V functional and the def2-TZVPD basis",
  "symbols": ["C", "C", "C", "C", "C", "H", "H", "H", "H", "H", "H", "H", "H"],
  "positions_angstrom": [[1.95385, -0.50843, -0.56187], [-0.88114, 0.36473, 0.50601], [0.86021, -0.06101, 0.38118], [-1.92941, 0.13299, -0.53237], [0.24084, 1.18323, 0.27072], [0.49428, -0.91509, 0.97267], [2.56745, 0.34027, -0.87456], [1.53067, -0.97047, -1.46224], [-2.82777, 0.69882, -0.27054], [-1.09351, -0.08611, 1.48188], [-2.19616, -0.92972, -0.57671], [-1.55910, 0.45572, -1.50681], [2.57962, -1.26016, -0.06742]],
  "nbo_charge": [-0.63, -0.06, -0.27, -0.67, -0.14, 0.20, 0.23, 0.22, 0.24, 0.21, 0.22, 0.23, 0.21],
  "e_above_lowest_kj_mol": 395.7,
  "energy_ha": -195.14130,
  "e_lumo_ev": 0.838,
  "homo_lumo_gap_ha": 0.3333,
  "homo_energy_ev": -8.23
}